C5H8O as an isolated structure in a non-equilibrium geometry. Source: OMol25; level of theory: ωB97M-V/def2-TZVPD.

Results
total energy = -7357.6849 eV
LUMO (alpha / beta) = 0.508 / 0.653 eV
gap between HOMO and LUMO (alpha / beta) = 0.2934 / 0.3261 hartree
highest occupied orbital energy (alpha / beta) = -7.476 / -8.219 eV
relative energy (zero: lowest compared OMol25 entry of this formula, charge and spin) = 105.4 kcal per mole

Structure (XYZ):
```
14
Properties=species:S:1:pos:R:3:forces:R:3
O -1.0294 -0.1080 2.0712 -0.330 0.351 0.405
C -0.4661 0.1792 0.8731 -0.429 -0.473 0.604
C 0.8925 -0.4023 0.6652 0.155 -0.181 0.016
C 0.5141 -0.2294 -0.8145 -0.244 -0.710 -0.172
C -0.9890 -0.3098 -0.4537 -0.120 0.032 0.116
C 0.7814 1.1701 -1.0875 0.631 0.466 -1.214
H -1.9894 -0.0065 2.0857 0.104 0.136 -0.264
H 0.9071 -1.4481 1.0042 -0.002 0.081 -0.001
H 1.7635 0.1348 1.0529 -0.081 -0.136 -0.241
H 0.7063 -1.0231 -1.5367 0.835 0.159 -0.174
H -1.6473 0.2597 -1.1150 -0.004 0.046 0.370
H -1.3486 -1.3503 -0.3508 0.017 0.171 -0.063
H 1.7688 1.5731 -0.8465 -0.360 -0.041 0.198
H 0.3349 1.6091 -1.9847 -0.173 0.098 0.420
```
Forces are in eV/Å.

Listed below, in e, are the Löwdin charges computed for each atom: atom 1 (O): 0.054, atom 2 (C): -0.303, atom 3 (C): -0.114, atom 4 (C): -0.413, atom 5 (C): -0.106, atom 6 (C): 0.049, atom 7 (H): 0.111, atom 8 (H): 0.122, atom 9 (H): 0.112, atom 10 (H): 0.137, atom 11 (H): 0.107, atom 12 (H): 0.120, atom 13 (H): 0.062, atom 14 (H): 0.061

***

A 6-piece molecular cluster, C21H53IN2O23P5S overall in a non-equilibrium geometry. Source: OMol25; level of theory: ωB97M-V/def2-TZVPD.

Results
charge = +1
total energy = -138090.2088 eV
LUMO = -4.145 eV
gap between HOMO and LUMO = 0.2789 hartree
highest occupied orbital energy = -11.734 eV

Structure (XYZ):
```
106
Properties=species:S:1:pos:R:3:forces:R:3
C 1.2387 2.3842 -1.7016 -0.643 -0.799 -0.654
S 2.0211 2.8928 -0.0700 0.013 8.215 -1.334
O 0.9760 3.7191 0.6456 2.443 -3.841 -1.054
O 3.2158 3.7727 -0.4137 -2.819 -4.318 1.010
N 2.5970 1.5386 0.8538 0.927 -3.945 0.686
C 2.9839 0.3201 0.1763 0.277 -0.395 4.922
N 3.3547 -0.5834 1.2473 -0.896 2.653 -1.162
C 3.2513 -0.0161 2.6038 -1.736 3.955 -4.368
C 2.7338 1.4051 2.3163 1.217 -3.631 0.920
C 2.3856 2.4846 3.4342 -0.594 0.357 -0.830
C 3.6282 3.3755 3.9143 3.610 -0.754 0.268
O 4.8260 3.0212 3.9430 -5.046 0.790 -0.488
I 3.1561 5.4023 4.6372 0.007 -1.335 -0.520
H 1.2703 3.3321 -2.3657 0.419 -1.370 1.519
H 1.8051 1.5230 -2.2079 -0.896 1.320 0.802
H 0.1184 2.1313 -1.5617 2.038 0.189 0.185
H 2.9785 0.0532 -0.9422 -0.148 0.517 2.017
H 3.6513 -1.5499 0.9999 -0.309 1.057 0.435
H 3.4849 -0.5700 3.5674 -0.342 0.913 -1.683
H 1.9082 1.9835 4.3617 1.006 0.620 -1.544
H 1.5868 3.2057 3.0261 1.255 -1.103 0.551
C -1.4306 -2.5395 -2.0246 -0.881 0.401 0.178
O -0.3670 -3.4189 -2.3760 1.080 0.235 -0.172
P 1.1036 -2.7874 -2.4708 -0.266 -0.175 -0.487
O 1.1569 -1.3028 -2.4433 0.284 -0.887 0.495
O 1.6914 -3.4501 -3.8016 0.116 0.150 1.310
C 1.1391 -2.9885 -5.0300 -0.378 0.177 -0.724
O 1.9114 -3.5057 -1.2943 0.004 1.059 -0.737
C 1.7492 -4.9069 -1.1064 -0.145 -0.843 0.239
H -1.5725 -1.7969 -2.8126 0.039 0.013 0.144
H -2.3468 -3.1238 -1.9236 0.219 -0.156 -0.017
H -1.2192 -2.0432 -1.0745 -0.045 0.024 -0.107
H 1.1455 -1.8979 -5.0717 0.012 -0.053 0.039
H 0.1161 -3.3557 -5.1388 0.055 0.026 0.000
H 1.7428 -3.3738 -5.8518 0.024 -0.057 0.248
H 1.6068 -5.4275 -2.0550 0.020 0.073 0.058
H 0.8897 -5.0851 -0.4573 0.025 -0.003 -0.109
H 2.6434 -5.2997 -0.6205 -0.027 0.197 -0.098
C -4.8798 -7.5489 -2.6252 -0.151 -0.008 -0.824
O -4.6346 -7.6265 -1.2256 0.356 0.511 0.677
P -4.3068 -6.2509 -0.4657 -0.183 0.467 -0.332
O -4.0304 -5.0939 -1.3520 -0.296 -0.945 0.844
O -3.0922 -6.6576 0.4972 -0.802 0.227 0.027
C -1.8456 -6.9009 -0.1383 0.466 -0.159 -0.260
O -5.5375 -6.0537 0.5304 1.134 0.369 -0.592
C -6.0137 -7.1743 1.2644 -0.393 -0.586 0.340
H -3.9718 -7.2338 -3.1430 -0.176 0.071 -0.031
H -5.1630 -8.5390 -2.9847 0.034 0.047 0.251
H -5.6920 -6.8491 -2.8341 0.143 -0.032 -0.089
H -1.5872 -6.0800 -0.8108 -0.058 -0.015 -0.024
H -1.8908 -7.8370 -0.6998 0.040 0.052 -0.001
H -1.0727 -6.9839 0.6269 -0.225 -0.013 0.067
H -5.2022 -7.8492 1.5429 -0.046 0.053 -0.026
H -6.7482 -7.7124 0.6623 0.102 -0.018 0.050
H -6.4998 -6.8152 2.1725 0.116 0.122 -0.153
C 3.5881 1.6406 9.1330 -0.538 -0.302 0.017
O 4.8743 2.2223 9.2892 0.301 0.447 -0.277
P 5.0692 3.7220 8.7436 -0.198 0.657 -0.188
O 3.9627 4.2302 7.8992 0.840 -0.547 0.816
O 6.4920 3.6523 8.0127 -0.482 0.262 0.838
C 6.5340 2.9306 6.7899 0.010 -0.311 -0.501
O 5.3574 4.5799 10.0571 -0.265 -0.250 -1.276
C 6.2476 4.0602 11.0360 0.381 -0.254 0.621
H 3.3674 1.5077 8.0716 -0.109 0.077 0.093
H 3.5882 0.6627 9.6167 0.186 0.143 0.021
H 2.8241 2.2671 9.5986 -0.002 -0.084 -0.140
H 5.7394 3.2593 6.1195 0.072 0.014 0.069
H 6.4322 1.8601 6.9861 0.013 0.013 -0.015
H 7.4953 3.1125 6.3086 -0.068 0.072 0.199
H 7.0589 3.4886 10.5812 -0.055 0.048 0.015
H 5.6910 3.4225 11.7255 0.083 -0.004 -0.065
H 6.6749 4.8931 11.5958 -0.134 0.008 -0.187
C 3.6502 8.6052 -3.0743 0.571 0.121 -0.399
O 2.4700 8.3114 -2.3381 -0.284 -0.073 0.602
P 2.4211 8.8073 -0.8096 0.508 0.415 0.567
O 3.7132 9.2755 -0.2614 -1.192 -0.330 -0.626
O 1.7891 7.5484 -0.0471 -0.257 0.906 -0.333
C 2.6300 6.4088 0.0825 0.315 -0.205 0.045
O 1.2503 9.8926 -0.7895 0.864 -0.693 0.406
C 0.0428 9.6131 -1.4832 -0.555 0.003 -0.398
H 4.4969 8.0618 -2.6503 -0.002 0.178 -0.030
H 3.5057 8.2806 -4.1059 -0.186 -0.005 0.151
H 3.8515 9.6785 -3.0645 0.091 -0.132 0.016
H 3.6058 6.6919 0.4827 -0.012 0.026 -0.054
H 2.7559 5.9286 -0.8890 -0.006 0.137 0.080
H 2.1622 5.7043 0.7674 -0.103 0.338 -0.110
H -0.2102 8.5518 -1.4423 0.023 0.060 0.011
H 0.1456 9.9261 -2.5241 -0.031 -0.089 0.049
H -0.7641 10.1850 -1.0230 0.206 -0.020 0.067
C -5.7491 -1.9771 -4.6729 0.508 0.335 0.298
O -6.8807 -2.6226 -5.2396 -0.139 -0.469 -0.428
P -6.6214 -4.0126 -6.0038 0.527 -0.415 -0.256
O -5.1990 -4.3295 -6.2646 -1.217 0.268 0.437
O -7.5239 -3.8704 -7.3189 0.032 -0.424 0.936
C -7.0605 -2.9526 -8.3000 0.187 0.445 -0.440
O -7.3986 -5.0915 -5.1200 0.723 0.380 -0.871
C -8.6981 -4.7769 -4.6381 -0.623 0.138 0.373
H -5.0691 -1.6570 -5.4651 0.040 -0.084 0.125
H -6.0898 -1.0968 -4.1256 -0.170 -0.149 -0.098
H -5.2310 -2.6466 -3.9822 0.042 0.081 -0.089
H -6.0100 -3.1343 -8.5344 -0.042 -0.016 0.048
H -7.1863 -1.9285 -7.9402 0.015 -0.030 -0.032
H -7.6497 -3.0836 -9.2080 -0.042 -0.104 0.210
H -9.2559 -4.1658 -5.3502 0.045 -0.048 0.038
H -8.6103 -4.2457 -3.6883 -0.042 0.022 -0.095
H -9.2427 -5.7072 -4.4708 0.193 0.025 -0.103
```
Forces are in eV/Å.

Atomic partial charges in e from the Löwdin method, atoms 1 to 99: atom 1 (C): -0.098, atom 2 (S): 0.785, atom 3 (O): -0.322, atom 4 (O): -0.332, atom 5 (N): -0.117, atom 6 (C): 0.047, atom 7 (N): 0.069, atom 8 (C): 0.098, atom 9 (C): -0.083, atom 10 (C): -0.121, atom 11 (C): -0.728, atom 12 (O): -0.055, atom 13 (I): 0.876, atom 14 (H): 0.113, atom 15 (H): 0.068, atom 16 (H): 0.106, atom 17 (H): 0.162, atom 18 (H): 0.172, atom 19 (H): 0.152, atom 20 (H): 0.152, atom 21 (H): 0.098, atom 22 (C): -0.087, atom 23 (O): -0.219, atom 24 (P): 0.401, atom 25 (O): -0.264, atom 26 (O): -0.212, atom 27 (C): -0.088, atom 28 (O): -0.223, atom 29 (C): -0.093, atom 30 (H): 0.090, atom 31 (H): 0.077, atom 32 (H): 0.089, atom 33 (H): 0.086, atom 34 (H): 0.096, atom 35 (H): 0.097, atom 36 (H): 0.095, atom 37 (H): 0.081, atom 38 (H): 0.095, atom 39 (C): -0.092, atom 40 (O): -0.226, atom 41 (P): 0.404, atom 42 (O): -0.240, atom 43 (O): -0.215, atom 44 (C): -0.105, atom 45 (O): -0.202, atom 46 (C): -0.100, atom 47 (H): 0.091, atom 48 (H): 0.093, atom 49 (H): 0.087, atom 50 (H): 0.073, atom 51 (H): 0.094, atom 52 (H): 0.089, atom 53 (H): 0.087, atom 54 (H): 0.092, atom 55 (H): 0.094, atom 56 (C): -0.107, atom 57 (O): -0.227, atom 58 (P): 0.403, atom 59 (O): -0.282, atom 60 (O): -0.211, atom 61 (C): -0.098, atom 62 (O): -0.197, atom 63 (C): -0.100, atom 64 (H): 0.079, atom 65 (H): 0.090, atom 66 (H): 0.094, atom 67 (H): 0.049, atom 68 (H): 0.091, atom 69 (H): 0.098, atom 70 (H): 0.087, atom 71 (H): 0.091, atom 72 (H): 0.095, atom 73 (C): -0.105, atom 74 (O): -0.233, atom 75 (P): 0.401, atom 76 (O): -0.228, atom 77 (O): -0.209, atom 78 (C): -0.122, atom 79 (O): -0.199, atom 80 (C): -0.106, atom 81 (H): 0.089, atom 82 (H): 0.088, atom 83 (H): 0.093, atom 84 (H): 0.097, atom 85 (H): 0.073, atom 86 (H): 0.052, atom 87 (H): 0.084, atom 88 (H): 0.090, atom 89 (H): 0.093, atom 90 (C): -0.106, atom 91 (O): -0.227, atom 92 (P): 0.398, atom 93 (O): -0.237, atom 94 (O): -0.216, atom 95 (C): -0.101, atom 96 (O): -0.209, atom 97 (C): -0.103, atom 98 (H): 0.088, atom 99 (H): 0.089

***

C6H8N4O2 as an isolated structure in a non-equilibrium geometry. Source: OMol25; level of theory: ωB97M-V/def2-TZVPD.

Results
total energy = -16397.2082 eV
LUMO (alpha / beta) = -1.055 / -1.031 eV
gap between HOMO and LUMO (alpha / beta) = 0.2386 / 0.2411 hartree
highest occupied orbital energy (alpha / beta) = -7.548 / -7.592 eV
relative energy (zero: lowest compared OMol25 entry of this formula, charge and spin) = 246.8 kcal per mole

Structure (XYZ):
```
20
Properties=species:S:1:pos:R:3:forces:R:3
C -1.2407 -1.3419 0.3222 2.105 -0.063 1.310
C -1.2612 1.4272 0.2710 -1.434 -1.727 -2.570
C 1.1786 -1.2534 -0.9993 1.730 1.536 3.395
C 1.2199 1.0858 -0.6465 1.656 1.568 1.198
C -1.8974 0.0091 0.0085 1.746 0.387 -1.455
C -0.8438 -0.0301 -1.1606 1.030 0.139 2.418
N -0.2603 -1.2051 -0.8450 -3.362 -1.794 -1.726
N -0.2676 1.1184 -0.8055 -0.074 3.417 0.505
N 1.6673 0.0118 -1.3288 1.115 -1.098 -2.097
N -3.2874 -0.0172 -0.2627 -1.788 0.174 -0.455
O -3.8306 -1.0993 -0.0622 -0.579 1.193 -0.431
O -3.7950 1.0314 -0.6790 0.055 -1.737 0.545
H -0.5632 -1.2916 1.1790 -0.429 0.123 0.349
H -1.8601 -2.2318 0.4373 0.036 0.248 -0.622
H -1.9462 2.2271 0.0619 -0.358 0.183 -0.774
H -0.9929 1.6247 1.2256 1.882 0.072 2.967
H 1.4857 -1.4203 0.1540 -0.281 -0.631 -1.937
H 1.5500 -2.0085 -1.6994 -0.379 -0.078 0.451
H 1.7707 2.0814 -0.9378 -1.496 -1.644 -0.044
H 1.5049 1.0718 0.4936 -1.176 -0.267 -1.026
```
Forces are in eV/Å.

Listed below, in e, are the Löwdin charges computed for each atom: atom 1 (C): 0.018, atom 2 (C): 0.018, atom 3 (C): -0.277, atom 4 (C): -0.311, atom 5 (C): -0.184, atom 6 (C): -0.085, atom 7 (N): 0.009, atom 8 (N): 0.022, atom 9 (N): -0.084, atom 10 (N): -0.321, atom 11 (O): 0.093, atom 12 (O): 0.092, atom 13 (H): 0.128, atom 14 (H): 0.124, atom 15 (H): 0.114, atom 16 (H): 0.090, atom 17 (H): 0.160, atom 18 (H): 0.116, atom 19 (H): 0.135, atom 20 (H): 0.142

***

A 2-piece molecular cluster, C4H6N2O overall. Source: OMol25; level of theory: ωB97M-V/def2-TZVPD.

Results
total energy = -9266.9129 eV
LUMO = 0.201 eV
gap between HOMO and LUMO = 0.3405 hartree
highest occupied orbital energy = -9.065 eV
relative energy (zero: lowest compared OMol25 entry of this formula, charge and spin) = 151.9 kcal per mole

Structure (XYZ):
```
13
Properties=species:S:1:pos:R:3:forces:R:3
C -1.7854 0.3499 0.5101 0.043 0.001 0.241
O -1.8129 0.3573 -0.9298 0.065 0.015 -0.152
C -0.7059 0.7198 -1.5331 0.424 0.185 0.193
N 0.3378 1.2003 -1.1161 -0.227 -0.145 -0.172
N 1.5664 1.3768 -0.9667 -0.263 0.145 -0.038
C 1.7316 -1.3846 0.3112 -0.207 -0.471 0.295
C 1.2832 -2.3374 0.8959 0.221 0.398 -0.277
H -2.7715 0.0103 0.8280 0.167 0.047 -0.036
H -1.0059 -0.3335 0.8612 -0.115 0.113 -0.051
H -1.5977 1.3650 0.8756 -0.011 -0.135 -0.040
H 1.7491 2.3847 -0.9426 -0.068 -0.062 -0.016
H 2.1051 -0.5126 -0.1994 -0.078 -0.221 0.124
H 0.9061 -3.1961 1.4056 0.048 0.130 -0.071
```
Forces are in eV/Å.

Listed below, in e, are the Löwdin charges computed for each atom: atom 1 (C): -0.046, atom 2 (O): -0.096, atom 3 (C): -0.126, atom 4 (N): -0.084, atom 5 (N): 0.058, atom 6 (C): -0.020, atom 7 (C): -0.011, atom 8 (H): 0.093, atom 9 (H): 0.073, atom 10 (H): 0.095, atom 11 (H): 0.070, atom 12 (H): -0.018, atom 13 (H): 0.012